Record 1
Entry from OMol25: the molecule C10H20ClN3O (the ωB97M-V functional and the def2-TZVPD basis).

Calculated total energy, eV: -29734.5967
Largest force on an atom, eV/Å: 2.97
Structure (SMILES): C[C@H]1CCC[C@H](C)N1NC(=O)NCCCl
HOMO energy, eV: -8.71
ΔE to the lowest compared entry with this formula, charge and spin, kcal/mol: 2.5
Kohn-Sham gap, Eh: 0.3515

ORCA input file:
```
! RIJCOSX wB97M-V def2-TZVPD def2/J DEFGRID3
* xyz 0 1
O 1.10 -2.63 1.31
Cl -3.92 -2.38 0.43
C 0.35 -1.78 0.90
N 0.94 -0.68 0.34
N -1.02 -1.94 0.95
N 0.26 0.46 -0.24
C -0.06 1.70 1.93
C -0.88 0.61 -2.39
C -2.79 -3.69 0.85
C -1.66 -3.04 1.67
C 2.46 1.94 -0.99
C 1.77 2.28 0.36
C 1.41 1.68 -2.09
C 0.32 1.76 0.47
C 0.49 0.49 -1.69
H 1.93 -0.80 0.18
H -1.57 -1.11 0.78
H -1.13 1.41 2.01
H 0.06 2.69 2.36
H 0.53 1.02 2.56
H -1.55 -0.19 -2.06
H -1.34 1.58 -2.17
H -0.75 0.59 -3.45
H -2.29 -4.12 -0.02
H -3.30 -4.49 1.40
H -0.95 -3.83 1.89
H -2.06 -2.67 2.59
H 3.03 1.05 -0.88
H 3.12 2.74 -1.28
H 2.36 1.83 1.20
H 1.75 3.35 0.43
H 1.84 1.44 -3.07
H 0.87 2.65 -2.22
H -0.33 2.48 -0.01
H 1.02 -0.39 -2.05
*
```

---

Record 2
Entry from OMol25: a 4-piece molecular cluster, C54H49N2O7 overall (the ωB97M-V functional and the def2-TZVPD basis).

Calculated total energy, eV: -74106.2340
Largest force on an atom, eV/Å: 0.77
HOMO energy (alpha / beta), eV: -7.97 / -9.22
Kohn-Sham gap (alpha / beta), Eh: 0.2514 / 0.2971

ORCA input file:
```
! RIJCOSX wB97M-V def2-TZVPD def2/J DEFGRID3
* xyz 0 2
C -0.71 0.91 1.37
C 0.56 0.53 0.55
C 0.54 -0.95 0.24
C 1.83 0.86 1.34
C 2.18 2.36 1.49
C 2.02 2.85 2.95
C 1.80 4.36 3.20
C 0.34 4.85 3.18
N 0.03 5.90 2.19
C 1.43 3.21 0.47
C 1.26 2.56 -0.91
C 0.44 3.48 -1.80
C 2.61 2.26 -1.56
N 0.51 1.29 -0.74
O 0.26 0.63 -1.81
H -1.46 1.36 0.72
H -0.49 1.61 2.17
H -1.15 0.02 1.81
H 1.36 -1.24 -0.42
H -0.40 -1.24 -0.24
H 0.62 -1.51 1.17
H 1.67 0.44 2.34
H 2.69 0.32 0.93
H 3.24 2.46 1.26
H 1.21 2.30 3.44
H 2.93 2.56 3.49
H 2.39 4.95 2.49
H 2.22 4.58 4.18
H 0.09 5.24 4.17
H -0.34 4.00 3.01
H 0.87 6.19 1.71
H -0.61 5.58 1.48
H 1.98 4.14 0.29
H 0.44 3.51 0.84
H -0.61 3.46 -1.50
H 0.81 4.50 -1.71
H 0.50 3.18 -2.84
H 2.45 1.78 -2.52
H 3.16 3.19 -1.71
H 3.24 1.60 -0.95
C -2.98 -2.92 -1.77
C -3.16 -1.73 -1.07
C -3.69 -1.75 0.21
C -4.06 -2.96 0.79
C -3.89 -4.15 0.07
C -3.35 -4.12 -1.21
C -4.30 -5.47 0.66
O -4.14 -6.50 0.04
C -4.90 -5.46 2.02
C -5.32 -6.66 2.57
C -5.88 -6.68 3.84
C -6.02 -5.50 4.56
C -5.60 -4.30 4.02
C -5.04 -4.27 2.74
C -4.61 -2.96 2.17
O -4.71 -1.94 2.81
H -2.55 -2.89 -2.77
H -2.87 -0.78 -1.51
H -3.83 -0.84 0.77
H -3.23 -5.06 -1.74
H -5.20 -7.57 2.00
H -6.21 -7.62 4.27
H -6.46 -5.52 5.55
H -5.70 -3.37 4.56
C -1.37 1.39 -4.37
C -1.74 1.50 -5.70
C -3.08 1.52 -6.06
C -4.06 1.43 -5.07
C -3.68 1.32 -3.73
C -2.34 1.31 -3.38
C -4.70 1.19 -2.65
O -4.37 1.10 -1.48
C -6.13 1.17 -3.05
C -7.11 1.02 -2.07
C -8.45 1.00 -2.42
C -8.82 1.14 -3.75
C -7.86 1.29 -4.73
C -6.51 1.30 -4.39
C -5.49 1.45 -5.47
O -5.83 1.59 -6.63
H -0.33 1.36 -4.08
H -0.98 1.56 -6.47
H -3.39 1.61 -7.09
H -2.06 1.22 -2.34
H -6.79 0.92 -1.04
H -9.20 0.88 -1.65
H -9.87 1.13 -4.02
H -8.13 1.40 -5.77
C 10.65 1.10 0.29
C 9.59 1.74 -0.34
C 8.31 1.22 -0.23
C 8.09 0.07 0.51
C 9.16 -0.57 1.14
C 10.44 -0.05 1.02
C 8.96 -1.82 1.93
O 9.89 -2.37 2.48
C 7.58 -2.38 2.00
C 7.37 -3.56 2.70
C 6.10 -4.09 2.80
C 5.02 -3.44 2.20
C 5.23 -2.26 1.50
C 6.50 -1.73 1.39
C 6.70 -0.46 0.63
O 5.76 0.12 0.12
H 11.65 1.51 0.20
H 9.76 2.64 -0.92
H 7.46 1.70 -0.71
H 11.26 -0.56 1.52
H 8.22 -4.04 3.17
H 5.93 -5.01 3.34
H 4.03 -3.85 2.27
H 4.40 -1.75 1.02
*
```

---

Question: The lowest calculated total energy belongs to which entry?
Answer: C54H49N2O7